C14H21ClORu | ωB97M-V/def2-TZVPD

Computed properties:
energy relative to the best compared isomer or geometry (same formula, charge and spin) = 0.00 kJ/mol
energy = -31989.8221 eV
frontier orbital gap (spin up / spin down) = 5.401 / 6.948 eV
total charge = +2
HOMO (spin up / spin down) = -13.75 / -15.30 eV
multiplicity = 5
<S²> = 6.09

Cartesian coordinates (Å):
C (4.073, 1.541, -1.453)
C (3.451, 1.545, -2.786)
C (3.919, 2.702, -0.560)
C (4.733, 0.318, -0.962)
Cl (0.056, -0.291, 0.027)
H (4.775, 3.398, -0.590)
H (3.807, 2.371, 0.484)
H (3.016, 3.275, -0.822)
H (4.151, 1.810, -3.594)
H (2.616, 2.258, -2.824)
H (3.049, 0.549, -3.023)
H (5.810, 0.283, -1.190)
H (4.268, -0.570, -1.412)
H (4.620, 0.234, 0.128)
C (-3.794, -0.142, 0.191)
C (-3.162, 0.996, 0.896)
C (-2.622, 1.867, -0.134)
H (-3.348, 1.270, 1.933)
C (-2.849, 1.273, -1.380)
C (-3.453, 0.007, -1.210)
H (-3.749, -0.679, -2.001)
H (-4.565, -0.780, 0.608)
H (-2.207, 2.863, 0.040)
H (-2.690, 1.785, -2.339)
C (-1.555, -2.962, 1.867)
C (-2.601, -1.993, 2.138)
C (-1.941, -0.872, 2.836)
H (-3.671, -2.155, 2.077)
C (-0.588, -1.295, 3.122)
C (-0.392, -2.572, 2.571)
H (0.476, -3.195, 2.764)
H (-1.687, -3.892, 1.323)
H (-2.466, -0.034, 3.300)
H (0.121, -0.751, 3.739)
Ru (-1.902, -0.708, 0.715)
O (-1.595, -2.635, -1.361)
H (-1.412, -1.962, -2.042)
H (-0.690, -2.855, -1.078)

C31H36Cl2N3O5OsP2S | ωB97M-V/def2-TZVPD

Computed properties:
energy relative to the best compared isomer or geometry (same formula, charge and spin) = 0.00 kJ/mol
energy = -104335.0213 eV
frontier orbital gap (spin up / spin down) = 7.793 / 4.450 eV
total charge = +3
HOMO (spin up / spin down) = -15.82 / -16.38 eV
multiplicity = 5
<S²> = 6.02

Cartesian coordinates (Å):
Os (0.506, -0.612, 0.622)
C (-7.233, -1.472, 4.245)
S (-6.592, -0.905, 2.662)
C (-5.665, 0.583, 3.167)
C (-4.423, 0.737, 2.303)
C (-3.433, -0.390, 2.587)
N (-2.204, -0.281, 1.789)
P (-0.844, 0.672, 2.168)
C (-0.794, 0.775, 3.962)
C (-1.468, 1.838, 4.574)
C (-1.604, 1.852, 5.951)
C (-1.070, 0.824, 6.719)
C (-0.381, -0.219, 6.112)
C (-0.237, -0.247, 4.735)
C (-1.076, 2.312, 1.482)
C (-1.906, 2.502, 0.377)
C (-1.998, 3.757, -0.198)
C (-1.248, 4.813, 0.309)
C (-0.414, 4.624, 1.407)
C (-0.314, 3.370, 1.988)
P (-1.733, -1.356, 0.549)
C (-2.001, -3.014, 1.171)
C (-1.595, -3.306, 2.481)
C (-1.818, -4.568, 2.993)
C (-2.420, -5.542, 2.200)
C (-2.786, -5.263, 0.888)
C (-2.563, -4.003, 0.359)
C (-2.802, -1.073, -0.863)
C (-2.287, -0.562, -2.056)
C (-3.134, -0.366, -3.135)
C (-4.484, -0.672, -3.024)
C (-4.998, -1.153, -1.824)
C (-4.163, -1.366, -0.741)
H (-7.891, -2.314, 4.048)
H (-7.801, -0.681, 4.728)
H (-6.419, -1.796, 4.893)
H (-5.412, 0.499, 4.226)
H (-6.324, 1.440, 3.033)
H (-3.949, 1.701, 2.512)
H (-4.706, 0.726, 1.248)
H (-3.893, -1.353, 2.362)
H (-3.175, -0.396, 3.649)
H (-1.887, 2.644, 3.984)
H (-2.118, 2.673, 6.431)
H (-1.183, 0.841, 7.795)
H (0.057, -1.003, 6.714)
H (0.325, -1.040, 4.275)
H (-2.487, 1.678, -0.021)
H (-2.658, 3.919, -1.039)
H (-1.314, 5.788, -0.154)
H (0.135, 5.458, 1.822)
H (0.332, 3.214, 2.846)
H (-1.127, -2.541, 3.089)
H (-1.517, -4.803, 4.005)
H (-2.594, -6.530, 2.603)
H (-3.237, -6.028, 0.271)
H (-2.839, -3.788, -0.665)
H (-1.235, -0.302, -2.126)
H (-2.745, 0.027, -4.066)
H (-5.140, -0.541, -3.873)
H (-6.052, -1.377, -1.729)
H (-4.568, -1.767, 0.182)
Cl (1.514, -0.071, -4.370)
C (1.124, -1.521, -3.466)
Cl (1.463, -1.290, -1.714)
H (1.763, -2.337, -3.787)
H (0.074, -1.764, -3.584)
N (4.118, 2.677, 0.419)
C (2.883, 2.763, -0.432)
C (1.904, 1.637, -0.062)
O (2.263, 0.835, 0.870)
O (0.833, 1.517, -0.655)
H (4.286, 3.518, 0.971)
H (4.965, 2.497, -0.122)
H (3.943, 1.872, 1.050)
H (3.129, 2.667, -1.487)
H (2.375, 3.716, -0.298)
O (1.387, -1.611, 2.613)
N (2.124, -2.436, 1.970)
O (2.902, -3.157, 2.488)
O (1.933, -2.396, 0.701)

C4H9NO2S2 | ωB97M-V/def2-TZVPD

Computed properties:
energy relative to the best compared isomer or geometry (same formula, charge and spin) = 327.56 kJ/mol
energy = -31545.9139 eV
frontier orbital gap = 9.845 eV
HOMO = -9.25 eV
multiplicity = 1
structure (SMILES) = CN1CS(=O)(=O)CCS1

Cartesian coordinates (Å):
C (-0.171, -1.679, -0.770)
C (-0.927, -1.715, 0.597)
C (-0.995, 1.266, 0.901)
C (1.232, 1.427, -0.554)
N (-0.173, 1.289, -0.689)
O (1.049, -0.315, 1.679)
O (-1.084, -0.566, 2.859)
S (-0.730, -0.018, -1.569)
S (-0.397, -0.293, 1.573)
H (0.823, -1.720, -0.848)
H (-0.617, -2.367, -1.464)
H (-1.979, -1.633, 0.581)
H (-0.649, -2.444, 1.331)
H (-0.553, 1.967, 1.565)
H (-2.063, 1.030, 0.806)
H (1.509, 1.398, -1.586)
H (1.348, 2.357, -0.183)
H (1.713, 0.707, 0.247)